1.
Entry from the OMol25 dataset: C33H67AsN4O3Si3Sn as an isolated structure (ωB97M-V with the def2-TZVPD basis set).

Geometry (Å):
Sn 0.136 -0.048 -0.873
O 4.686 1.583 4.743
C 4.774 0.375 4.013
C 3.813 0.415 2.858
C 3.898 -0.530 1.845
C 2.986 -0.485 0.808
N 2.013 0.416 0.742
C 1.921 1.335 1.718
C 2.812 1.374 2.781
C 0.810 2.328 1.613
C 0.342 3.019 2.724
C -0.707 3.912 2.562
C -1.210 4.716 3.735
O -0.296 5.734 4.107
C -1.252 4.062 1.291
C -0.733 3.316 0.244
N 0.278 2.475 0.401
H 5.299 1.544 5.481
H 4.512 -0.484 4.646
H 5.789 0.213 3.629
H 4.668 -1.289 1.847
H 3.038 -1.188 -0.016
H 2.755 2.141 3.535
H 0.760 2.855 3.705
H -1.309 4.075 4.612
H -2.200 5.132 3.508
H -0.117 6.279 3.333
H -2.079 4.737 1.116
H -1.146 3.381 -0.755
C -4.728 0.362 -2.181
C -3.586 1.155 -2.765
C -3.895 2.403 -3.549
O -2.438 0.800 -2.594
H -5.697 0.832 -2.327
H -4.543 0.211 -1.118
H -4.734 -0.624 -2.649
H -4.890 2.379 -3.988
H -3.136 2.548 -4.312
H -3.850 3.256 -2.868
C 5.025 1.771 -3.842
Si 3.736 1.900 -2.476
C 4.691 1.724 -0.862
C 3.059 3.660 -2.432
As 2.170 0.192 -2.821
Si 0.897 1.315 -4.427
C -0.230 0.083 -5.307
C -0.190 2.699 -3.750
C 1.989 2.045 -5.780
H 5.790 2.539 -3.703
H 4.606 1.884 -4.839
H 5.510 0.796 -3.799
H 5.529 2.426 -0.909
H 5.106 0.726 -0.728
H 4.099 1.980 0.014
H 3.865 4.340 -2.146
H 2.258 3.756 -1.700
H 2.676 3.994 -3.395
H -0.957 -0.376 -4.641
H 0.361 -0.697 -5.789
H -0.787 0.605 -6.089
H -0.803 2.327 -2.934
H -0.853 3.082 -4.530
H 0.407 3.529 -3.384
H 2.655 1.292 -6.200
H 2.593 2.888 -5.453
H 1.334 2.399 -6.581
N 0.487 -2.953 -1.967
N -0.389 -1.945 -2.479
H 0.292 -3.855 -2.397
H 0.264 -3.022 -0.971
H -1.357 -2.251 -2.556
H -0.045 -1.664 -3.390
C -0.874 -0.436 3.109
C -1.996 -1.061 2.274
C -2.614 0.093 1.468
C -3.078 -1.533 3.250
Si -1.178 -2.416 1.077
C -2.680 -3.541 0.448
C -3.317 -4.449 1.508
C -3.794 -2.650 -0.122
C -2.269 -4.443 -0.728
C -0.054 -3.577 2.213
C 1.323 -2.933 2.386
C -0.586 -3.942 3.600
C 0.223 -4.894 1.470
H -1.238 0.473 3.600
H -0.022 -0.161 2.489
H -0.509 -1.104 3.887
H -2.978 0.866 2.157
H -3.460 -0.225 0.864
H -1.897 0.568 0.799
H -3.377 -0.698 3.895
H -2.737 -2.339 3.897
H -3.978 -1.877 2.742
H -3.603 -3.913 2.409
H -2.658 -5.264 1.806
H -4.223 -4.908 1.098
H -4.323 -2.084 0.642
H -4.535 -3.276 -0.631
H -3.405 -1.938 -0.855
H -1.423 -5.093 -0.513
H -2.017 -3.855 -1.611
H -3.113 -5.085 -1.006
H 1.307 -2.009 2.967
H 1.750 -2.709 1.414
H 1.998 -3.632 2.893
H -0.733 -3.070 4.232
H 0.137 -4.586 4.115
H -1.532 -4.485 3.558
H 0.608 -4.722 0.461
H -0.658 -5.528 1.388
H 0.983 -5.468 2.009

As for the charge: 0. Its relative energy (zero: lowest compared OMol25 entry of this formula, charge and spin) is 0.0 kcal/mol.

2.
Entry from the OMol25 dataset: a 7-piece molecular cluster, C33H67BrN6O12P2 overall at a distorted geometry (ωB97M-V with the def2-TZVPD basis set).

Geometry (Å):
C 0.915 2.391 -3.424
C -0.184 2.336 -2.925
C -1.580 2.357 -2.250
C -1.190 2.752 -0.753
O -1.348 3.755 -0.143
O -0.543 1.542 -0.338
C -1.170 0.368 -0.946
C -0.045 -0.584 -1.582
C 1.276 -0.643 -0.698
C 2.006 -2.051 -0.752
C 1.107 -3.282 -0.312
O 0.861 -4.120 -1.495
P -1.661 -0.713 0.569
P -1.866 0.495 2.367
O -2.146 1.949 2.161
O -0.549 0.222 3.348
O -3.187 -0.151 3.210
C -2.293 0.969 -1.877
C -2.617 0.370 -3.304
C -2.677 -1.216 -3.413
C -3.634 1.214 -1.070
Br -4.603 2.877 -1.629
C -4.721 0.055 -1.199
C -5.585 0.112 0.156
H 1.757 2.561 -4.133
H -2.133 3.096 -2.886
H -0.514 -1.607 -1.652
H 0.253 -0.270 -2.618
H 1.993 0.094 -1.176
H 1.117 -0.317 0.371
H 2.889 -2.012 -0.039
H 2.457 -2.257 -1.771
H 1.541 -3.917 0.500
H 0.085 -2.882 -0.026
H 0.448 -3.538 -2.161
H -2.977 -1.273 0.379
H -0.108 1.085 3.487
H -3.418 -1.008 2.788
H -3.652 0.745 -3.578
H -1.947 0.734 -4.134
H -1.926 -1.655 -4.132
H -3.728 -1.521 -3.710
H -2.505 -1.697 -2.405
H -3.478 1.364 0.044
H -5.426 0.323 -2.030
H -4.290 -0.978 -1.262
H -6.459 -0.589 0.118
H -5.948 1.175 0.311
H -4.871 -0.089 1.002
C 0.211 -5.546 3.072
O 0.977 -4.625 2.854
N 0.039 -6.625 2.273
C -0.894 -7.685 2.597
C 0.818 -6.721 1.050
H -0.426 -5.569 3.973
H -0.349 -8.628 2.685
H -1.635 -7.767 1.798
H -1.405 -7.479 3.538
H 1.880 -6.714 1.300
H 0.601 -5.858 0.419
H 0.576 -7.636 0.512
C -2.684 6.793 3.938
O -1.902 7.709 3.734
N -2.871 5.734 3.122
C -3.820 4.681 3.429
C -2.098 5.645 1.896
H -3.319 6.764 4.839
H -3.289 3.729 3.499
H -4.563 4.624 2.630
H -4.327 4.877 4.375
H -1.035 5.632 2.144
H -2.303 6.523 1.279
H -2.357 4.745 1.350
C -2.083 5.761 -3.369
O -2.763 5.006 -4.044
N -1.034 6.485 -3.824
C -0.271 7.364 -2.959
C -0.662 6.377 -5.222
H -2.281 5.915 -2.295
H -0.329 8.384 -3.344
H 0.772 7.038 -2.947
H -0.662 7.344 -1.942
H -1.508 6.676 -5.844
H -0.414 5.337 -5.449
H 0.195 7.014 -5.438
C 4.006 -7.947 -1.402
O 3.114 -8.257 -0.633
N 3.932 -6.971 -2.337
C 5.042 -6.665 -3.217
C 2.702 -6.205 -2.462
H 4.982 -8.461 -1.393
H 5.341 -5.625 -3.068
H 4.726 -6.807 -4.254
H 5.893 -7.314 -3.012
H 2.492 -5.710 -1.516
H 1.879 -6.885 -2.691
H 2.794 -5.461 -3.252
C 7.374 -10.842 0.292
O 8.442 -11.419 0.224
N 6.993 -10.018 1.299
C 5.699 -9.363 1.312
C 7.910 -9.786 2.400
H 6.606 -10.950 -0.492
H 5.848 -8.280 1.331
H 5.150 -9.671 2.204
H 5.119 -9.627 0.429
H 8.836 -9.355 2.012
H 8.143 -10.738 2.881
H 7.467 -9.107 3.127
C 0.629 11.181 3.071
O 1.561 11.929 2.839
N -0.618 11.573 3.428
C -1.681 10.619 3.690
C -0.895 12.991 3.553
H 0.734 10.085 3.005
H -2.506 10.806 2.997
H -2.032 10.747 4.717
H -1.330 9.595 3.558
H -0.703 13.481 2.596
H -0.232 13.423 4.305
H -1.933 13.150 3.845

As for the charge: 0. Its SMILES is C#C[C@@H]1C(=O)O[C@@](CCCCO)(PP(=O)(O)O)[C@@]1(CC)[C@@H](Br)CC.CN(C)C=O.CN(C)C=O.CN(C)C=O.CN(C)C=O.CN(C)C=O.CN(C)C=O.

Calculated gap between HOMO and LUMO (eV), listed in the same order as above: 5.20; 8.61
Calculated E_tot (a.u.), listed in the same order as above: -5060.9206; -5785.6686